Density functional theory data (ωB97M-V with the def2-TZVPD basis set) for a cluster of 7 separate species, C4H26N2O6 in total at a distorted geometry.

## Properties
- LUMO level: -0.2075 Ha
- 2S+1: 1
- Net charge: +2

Last column: Mulliken charge in e.
Geometry (Å):
O (-2.602, -1.270, -1.495)  -0.688
H (-0.644, -1.263, 1.592)  0.147
H (1.304, 2.352, 2.918)  0.296
H (-1.957, -1.578, -2.155)  0.330
C (0.883, -0.467, -0.372)  -0.653
N (-1.185, 1.081, -0.785)  0.060
H (0.098, 0.587, -3.216)  0.358
C (0.650, 1.076, -2.430)  -1.679
H (0.014, -0.266, 2.721)  0.403
O (0.038, -1.606, -3.139)  -0.544
H (0.625, 2.122, -2.745)  0.455
H (4.216, 0.332, -0.605)  0.313
H (1.668, 0.642, 1.238)  0.344
O (-2.088, 1.234, 1.932)  -0.636
H (-3.459, -1.312, -1.945)  0.302
C (0.285, 0.892, -0.967)  0.163
H (4.394, 1.090, 0.649)  0.296
H (-0.042, -1.885, -4.068)  0.278
H (1.700, 0.795, -2.492)  0.430
C (1.311, -0.371, 1.089)  -0.983
H (2.234, -0.922, 1.293)  0.388
H (0.818, 1.653, -0.399)  0.265
O (3.713, 0.897, -0.008)  -0.589
H (0.363, -1.358, -0.710)  0.409
O (-2.263, -1.874, 1.369)  -0.625
H (-1.454, 1.975, -1.208)  0.492
N (0.278, -0.950, 1.996)  0.078
H (1.757, -0.426, -1.027)  0.469
H (-2.879, -2.367, 1.921)  0.307
H (-2.744, 0.582, 2.200)  0.304
H (0.593, -1.767, 2.520)  0.431
H (0.232, -2.512, -2.846)  0.273
H (-2.447, -2.000, 0.421)  0.277
H (-1.866, 0.408, -1.182)  0.299
H (1.184, 1.696, 4.314)  0.290
H (-1.442, 1.188, 0.218)  0.240
H (-2.540, 2.086, 2.031)  0.287
O (1.256, 1.506, 3.372)  -0.586

Force components x, y, z for each atom (eV/Å):
O 0.00 0.04 -0.21
H 0.51 0.22 -0.13
H 0.04 0.19 0.24
H 0.07 -0.01 -0.06
C 0.12 1.63 -1.40
N -0.80 1.38 0.76
H -0.29 -0.62 0.39
C 0.72 1.07 -0.24
H 0.26 0.20 -0.13
O -0.33 -1.77 -0.50
H -0.02 0.24 0.45
H -0.11 -0.02 -0.32
H -0.87 0.09 0.87
O -0.06 0.26 -0.19
H 0.06 -0.06 0.14
C 0.26 -1.69 -0.20
H -0.15 0.31 0.17
H -0.14 0.96 -0.33
H -0.02 -0.02 -0.42
C 0.82 -1.13 -1.37
H -0.27 -0.21 -0.34
H -0.42 0.31 0.01
O 0.35 -0.25 0.11
H -0.34 -0.09 0.39
O 0.37 0.43 -0.17
H 0.18 0.01 -0.03
N -1.04 0.61 1.25
H 0.36 -0.65 0.74
H -0.07 -0.20 -0.30
H -0.06 -0.17 -0.04
H 0.40 0.06 -0.19
H 0.23 0.19 0.78
H -0.40 -0.13 0.27
H 0.71 -0.65 -0.08
H 0.09 0.19 -0.03
H -0.04 -0.27 -0.07
H 0.15 -0.08 0.19
O -0.23 -0.39 -0.03